Here is a structure of composition C28H54Br11IO4S from OMol25. Energies are from ωB97M-V/def2-TZVPD.

Geometry (Å):
H (4.968, 5.673, -2.373)
H (1.435, 4.049, -9.075)
H (-3.055, -3.928, -1.487)
H (6.341, -1.865, 2.952)
C (-2.100, 1.224, 3.986)
Br (2.565, 0.664, -2.683)
Br (-5.620, 3.440, 6.359)
H (-5.084, 2.864, 3.133)
C (-2.067, -4.248, -1.853)
H (-0.206, -5.745, 0.939)
C (-7.358, 4.316, 6.320)
H (-4.613, 1.324, 2.412)
O (-0.318, -0.708, 1.202)
H (1.172, 1.401, -7.518)
C (-1.680, 0.207, 2.875)
C (-2.925, 2.387, 3.369)
H (4.659, 1.359, -3.799)
H (1.277, -2.468, 2.059)
H (2.712, 1.517, -5.509)
H (4.712, 4.442, -4.652)
C (5.554, -1.112, 2.927)
Br (4.295, -1.754, 1.579)
H (2.849, 1.252, 1.766)
H (2.930, 0.546, -0.511)
C (5.632, 4.850, -4.240)
H (-2.800, 0.686, 4.638)
Br (7.091, 3.759, -4.928)
Br (1.866, 1.256, -9.904)
H (1.019, 1.847, 2.915)
H (4.476, -0.405, -3.880)
H (-2.853, -4.828, -3.771)
H (-3.145, -4.999, 0.375)
H (4.286, -1.823, 4.544)
C (-0.179, 0.010, 2.487)
Br (3.158, 3.573, -7.341)
C (0.686, -2.433, 2.987)
Br (2.529, -0.909, -6.041)
O (-2.096, -1.139, -0.500)
S (-1.593, -0.157, 0.395)
C (3.974, 0.546, -4.034)
H (-4.768, 1.439, 4.158)
Br (3.807, 0.617, 4.412)
C (1.976, 0.926, -0.163)
H (1.465, -0.591, 3.738)
H (1.200, 0.358, -0.688)
O (-1.433, 1.073, -0.318)
H (2.158, -0.359, 1.570)
H (-1.924, -0.765, 3.340)
C (-0.937, -3.752, 1.390)
H (-1.485, -2.891, 3.339)
C (-2.005, -4.230, -3.389)
H (4.236, 0.872, -6.140)
H (-0.086, -0.971, 4.464)
I (1.994, 3.042, -0.700)
H (-0.771, -5.938, -1.337)
H (-9.154, 4.288, 5.147)
H (0.725, 3.970, -7.452)
H (0.085, 1.883, 1.399)
H (-1.257, -3.604, -1.477)
C (-8.111, 3.988, 5.058)
H (-8.061, 2.936, 4.794)
Br (-0.641, 1.829, 5.139)
C (5.635, 4.892, -2.734)
H (-2.607, -6.702, 0.497)
C (0.459, -0.991, 3.510)
H (-0.098, 1.995, -8.607)
C (1.978, 0.709, 1.370)
C (4.917, -0.977, 4.285)
C (-4.427, 1.995, 3.269)
H (-1.142, -2.498, -4.407)
H (-2.432, -2.026, -3.300)
Br (4.936, 3.236, -1.982)
H (-2.819, -2.798, -4.871)
C (3.429, 0.709, -5.427)
C (-2.284, -5.676, 0.238)
C (-1.168, -5.288, 1.237)
H (-1.431, -5.696, 2.228)
H (-1.084, -4.684, -3.795)
H (6.624, 5.041, -2.311)
C (-0.591, -3.324, 2.864)
H (-2.436, -6.384, -1.855)
H (1.325, -2.924, 3.745)
H (5.680, -0.849, 5.050)
C (1.391, 3.473, -8.155)
H (-2.872, 3.314, 3.957)
H (-7.888, 3.936, 7.192)
H (-0.104, -3.431, 0.748)
H (5.801, 5.844, -4.651)
H (-7.178, 5.380, 6.445)
H (-2.588, 2.629, 2.349)
H (-0.388, -4.270, 3.400)
C (0.675, 1.239, 2.069)
H (-1.862, -3.237, 1.093)
C (0.964, 2.044, -8.370)
C (-1.841, -5.679, -1.251)
O (-2.495, 0.201, 1.691)
C (-2.126, -2.807, -4.014)
Br (-7.421, 4.988, 3.537)
H (5.963, -0.177, 2.553)

HOMO level ... -8.126 eV
Total energy ... -30410.181228 Eh
HOMO-LUMO gap ... 8.3931 eV
Multiplicity ... 1
Max |F| ... 3.540 eV/A
E_LUMO ... 0.3 eV